[1]
# C29H33CrN6O4S2

A molecular structure, C29H33CrN6O4S2 (the ωB97M-V functional and the def2-TZVPD basis, OMol25).

## Properties
- energy above the lowest of the compared OMol25 structures with the same formula, charge and spin (kJ/mol) = 60.80
- charge = +2
- ⟨S²⟩ = 3.79
- multiplicity = 4

The geometry in XYZ format:
```
75
Properties=species:S:1:pos:R:3:forces:R:3:lowdin_charge:R:1
Cr -1.18695 0.24356 1.04865 -0.29 -0.24 -0.22 0.718
C 4.27500 -2.10845 -7.98567 0.02 0.02 -0.07 -0.053
O 3.39755 -1.74282 -6.92516 0.01 -0.01 0.09 -0.063
C 3.88852 -1.73410 -5.67571 -0.11 0.03 -0.03 -0.276
C 2.97379 -1.37246 -4.67463 0.10 -0.02 -0.02 0.005
C 3.35158 -1.31849 -3.35432 -0.02 0.02 0.07 -0.019
C 4.67273 -1.63552 -2.99510 0.34 0.07 0.12 -0.236
C 5.56566 -2.00991 -3.99840 -0.12 0.04 -0.09 -0.005
C 5.19834 -2.05529 -5.33199 -0.06 0.05 0.06 0.006
N 5.31303 -1.70656 -1.71741 0.12 -0.40 -0.35 0.079
N 4.87440 -1.33121 -0.63019 -0.34 0.41 0.10 0.070
C 3.64367 -0.61714 -0.48676 -0.02 -0.28 0.17 -0.235
C 3.56561 0.73533 -0.67604 -0.06 0.03 -0.04 0.005
C 2.40123 1.46356 -0.33936 -0.07 -0.26 0.06 0.037
C 1.31818 0.81004 0.18840 0.18 -0.13 0.04 -0.287
O 0.17715 1.42375 0.59706 0.10 0.29 0.02 -0.264
C 1.38221 -0.59391 0.38303 0.21 0.34 -0.10 -0.142
N 0.27316 -1.18733 0.90670 -0.09 0.20 0.10 -0.023
C 0.30754 -2.46485 1.22222 0.09 -0.22 -0.09 -0.092
C 1.44008 -3.25951 0.98953 -0.14 0.06 0.05 -0.002
C 2.54659 -2.69335 0.41136 0.08 0.10 -0.05 0.060
C 2.54391 -1.31905 0.08811 0.14 0.06 -0.02 -0.083
H 3.67755 -2.06554 -8.89142 0.03 -0.01 0.02 0.098
H 4.65647 -3.12108 -7.84357 -0.01 0.01 -0.02 0.100
H 5.10476 -1.40264 -8.06274 -0.01 -0.03 0.00 0.102
H 1.96495 -1.13008 -4.97605 -0.05 -0.01 -0.02 0.118
H 2.60491 -1.03281 -2.62899 0.05 -0.01 0.05 0.093
H 6.57327 -2.26446 -3.70277 0.02 -0.03 0.03 0.121
H 5.92403 -2.34040 -6.07672 0.02 -0.01 -0.03 0.112
H 4.41682 1.26302 -1.08536 0.03 -0.02 0.01 0.133
H 2.37874 2.53524 -0.48225 -0.04 0.03 0.01 0.128
H -0.59233 -2.88517 1.65481 0.00 -0.01 0.02 0.131
H 1.42434 -4.30246 1.26811 -0.01 -0.02 0.01 0.122
H 3.43562 -3.27940 0.21967 0.02 -0.03 -0.01 0.133
C -1.69403 0.87208 -2.06609 0.13 -0.03 -0.07 -0.015
O -1.33899 -0.10223 -1.06691 -0.16 -0.02 -0.03 -0.273
C -1.89709 -1.40559 -1.30697 -0.09 -0.05 0.13 -0.124
C -3.13420 -1.53927 -0.45811 0.01 -0.04 -0.08 -0.123
O -2.71635 -1.27668 0.89874 0.03 0.09 0.11 -0.298
C -3.78839 -1.51930 1.83128 0.04 -0.10 0.11 -0.032
H -1.59088 0.41853 -3.05126 0.01 0.03 0.03 0.113
H -0.97859 1.68505 -1.98073 -0.02 -0.01 -0.01 0.098
H -2.71603 1.22782 -1.92353 0.03 0.00 -0.01 0.108
H -1.14237 -2.12889 -0.99784 -0.06 0.02 -0.04 0.132
H -2.09910 -1.54919 -2.36887 -0.08 0.07 0.07 0.150
H -3.54808 -2.54939 -0.51957 0.06 0.05 0.03 0.151
H -3.91524 -0.82132 -0.73048 0.06 -0.02 -0.05 0.150
H -4.24617 -2.48079 1.60132 0.01 0.01 0.02 0.112
H -4.52811 -0.72084 1.76922 -0.02 -0.09 -0.03 0.101
H -3.34864 -1.56063 2.82610 -0.03 0.03 -0.04 0.090
C -0.64657 0.97379 6.36002 -0.03 -0.07 0.06 -0.051
N -0.26336 1.89112 5.29663 0.04 0.20 -0.19 -0.020
C -0.33718 1.69394 3.98932 -0.14 -0.15 0.13 -0.708
N 0.00027 2.68037 3.16373 0.04 -0.08 -0.09 0.157
S -0.86365 0.15355 3.39872 0.10 -0.05 -0.02 0.824
H -1.38248 1.45419 7.00228 0.02 -0.02 0.02 0.100
H 0.23154 0.70378 6.94364 -0.03 -0.02 0.02 0.102
H -1.07896 0.07654 5.93010 0.00 0.01 0.03 0.047
H 0.11975 2.77719 5.59676 -0.02 -0.02 0.02 0.159
H 0.36781 3.54364 3.53326 0.02 0.01 -0.05 0.135
H 0.15566 2.45654 2.18181 0.02 0.03 0.02 0.072
S -3.18127 4.29662 0.52172 0.00 -0.04 -0.02 1.182
C -2.24253 2.90029 0.34734 0.04 -0.01 0.02 -0.455
N -2.48052 1.90974 1.17114 0.12 0.12 -0.09 -0.041
C -3.48847 2.27243 2.07641 -0.13 -0.12 0.02 -0.284
C -3.99042 1.51200 3.13809 -0.04 0.12 0.02 -0.048
C -5.00033 2.04462 3.90888 0.00 0.03 0.00 -0.042
C -5.52295 3.32013 3.65329 0.02 0.02 -0.03 -0.046
C -5.03028 4.08964 2.62324 0.02 -0.10 0.04 -0.056
C -4.00632 3.55009 1.84453 -0.06 0.03 0.07 -0.442
H -1.45575 2.85083 -0.38603 0.01 0.05 0.03 0.071
H -3.58045 0.54446 3.37376 0.01 0.06 -0.01 0.053
H -5.39675 1.46954 4.73424 -0.01 -0.01 0.01 0.119
H -6.31504 3.70828 4.27726 -0.02 0.00 0.01 0.121
H -5.42157 5.07682 2.42653 -0.01 0.04 -0.02 0.123
```
Positions in Å, forces in eV/Å.

[2]
# CN4O4P

A molecular structure, CN4O4P at a distorted geometry (the ωB97M-V functional and the def2-TZVPD basis, OMol25).

## Properties
- energy above the lowest of the compared OMol25 structures with the same formula, charge and spin (kJ/mol) = 217.01
- charge = -1

The geometry in XYZ format:
```
10
Properties=species:S:1:pos:R:3:forces:R:3:lowdin_charge:R:1
C 0.83403 0.07071 1.14255 -0.90 1.57 -2.45 -0.598
N 0.62185 -1.22915 1.31911 0.95 -1.25 3.70 0.023
N 0.49432 0.17428 -0.19573 1.90 -1.74 0.64 -0.200
N 0.07693 -1.78961 0.28448 -0.46 -0.66 -0.99 -0.061
N -0.02145 -0.95202 -0.67226 -0.21 -0.04 -1.68 -0.051
O -2.22980 0.51700 -0.33747 -0.15 -0.01 1.01 -0.240
O -1.53147 1.60568 -2.56537 0.26 -0.30 -0.23 -0.275
O 0.25024 1.27216 -0.92586 0.78 1.13 0.04 -0.058
O 1.12963 1.11040 1.69441 0.96 0.28 2.31 -0.006
P -1.23414 0.97691 -1.27873 -3.13 1.02 -2.36 0.464
```
Positions in Å, forces in eV/Å.

[3]
# C15H18N4O2

A single C15H18N4O2 molecule at a distorted geometry (the ωB97M-V functional and the def2-TZVPD basis, OMol25).

## Properties
- energy above the lowest of the compared OMol25 structures with the same formula, charge and spin (kJ/mol) = 156.85
- structure (SMILES) = Cc1cc2c(cc1C)N(C)[C@H]1C(=N2)C(=O)N(C)C(=O)N1C

The geometry in XYZ format:
```
39
Properties=species:S:1:pos:R:3:forces:R:3:lowdin_charge:R:1
C 4.19758 -1.38362 -2.55093 -0.23 0.36 -0.17 -0.049
C 2.89429 -1.32111 -1.75562 0.38 0.92 -0.33 -0.209
C 2.12038 -0.13904 -1.85812 1.18 -0.83 0.16 0.030
C 1.00385 0.06285 -1.07225 -0.28 -0.10 0.59 -0.204
C 0.60243 -0.95535 -0.16954 1.09 0.02 -0.49 -0.182
C 1.39331 -2.12670 -0.06257 -0.58 0.21 -0.41 0.048
C 2.53636 -2.34800 -0.87655 -1.45 1.64 0.68 -0.240
C 3.40846 -3.51974 -0.68378 0.69 -0.64 -0.76 -0.062
N -0.54336 -0.71669 0.59130 -2.02 -0.91 0.87 -0.071
C -1.71613 -1.59072 0.29013 -0.24 0.53 0.77 -0.031
C -0.79902 0.69073 0.96857 1.05 -0.75 -0.06 -0.216
C -0.57624 1.57466 -0.22995 1.76 -1.81 -1.03 -0.084
N 0.32030 1.29159 -1.17939 -2.62 0.74 2.47 0.221
C -1.33964 2.82300 -0.24369 -0.35 2.97 -3.23 -0.357
O -0.98211 3.70243 -1.01360 0.11 -0.10 0.51 0.088
N -2.54436 2.99534 0.42677 1.57 -2.00 0.44 0.027
C -3.42301 4.18311 0.25320 0.32 -0.27 0.30 0.016
C -2.82419 2.04373 1.41903 -1.99 0.43 2.00 -0.418
O -3.77723 2.27723 2.15992 0.51 -0.29 -0.53 0.057
N -2.05822 0.89517 1.65897 0.20 0.22 -1.36 -0.036
C -2.18679 0.26360 2.98724 -0.23 0.73 0.53 -0.027
H 4.71755 -0.41746 -2.59216 -0.30 -0.10 0.20 0.082
H 4.00495 -1.64160 -3.58797 -0.12 -0.14 -0.24 0.081
H 4.92277 -2.10258 -2.19021 -0.05 -0.14 0.26 0.059
H 2.50218 0.66808 -2.48005 -0.30 -0.10 0.00 0.124
H 1.07506 -2.87841 0.67278 0.23 0.27 -0.33 0.121
H 4.33055 -3.24203 -0.15795 -0.14 -0.12 -0.07 0.097
H 3.69473 -3.94689 -1.66378 0.00 0.18 0.46 0.094
H 2.91787 -4.30987 -0.14794 -0.25 -0.30 0.44 0.070
H -1.47300 -2.61902 0.50070 0.34 -0.35 -0.03 0.075
H -2.10647 -1.52988 -0.71304 0.27 0.18 -0.76 0.080
H -2.60745 -1.37664 0.90678 0.74 0.25 0.07 0.081
H -0.00457 0.94984 1.68703 0.22 -0.05 0.02 0.169
H -3.48302 4.74798 1.19396 0.03 -0.29 -0.32 0.100
H -4.40149 3.81357 -0.01417 -0.33 -0.07 0.15 0.089
H -3.09223 4.84231 -0.55639 0.44 -0.54 0.29 0.093
H -1.60443 0.86958 3.70700 -0.26 -0.36 -0.11 0.104
H -1.86826 -0.77832 3.06496 0.38 0.25 -0.74 0.088
H -3.23134 0.24893 3.31131 0.21 0.37 -0.26 0.090
```
Positions in Å, forces in eV/Å.

[4]
# C14H16N4O2S2

A single C14H16N4O2S2 molecule at a distorted geometry (the ωB97M-V functional and the def2-TZVPD basis, OMol25).

## Properties
- energy above the lowest of the compared OMol25 structures with the same formula, charge and spin (kJ/mol) = 0.00
- structure (SMILES) = Cc1csc(NC(=O)CSc2nc(=O)[nH]c3c2CCCC3)n1

The geometry in XYZ format:
```
38
Properties=species:S:1:pos:R:3:forces:R:3:lowdin_charge:R:1
C -3.61000 -2.35127 -1.42195 0.08 -0.02 0.05 -0.029
C -4.06237 -1.26558 -0.51684 -0.63 -0.40 0.47 -0.430
C -5.02023 -1.35342 0.44175 0.09 0.14 -0.07 -0.370
S -5.15861 0.12670 1.32327 0.54 0.10 -0.45 1.026
C -3.87466 0.76940 0.29881 -0.84 -0.86 0.40 -0.601
N -3.43041 2.04521 0.52587 -0.29 0.60 0.42 0.106
C -2.32137 2.70439 0.04502 0.04 -0.09 -0.05 -0.519
O -2.04701 3.79570 0.48431 0.06 0.19 -0.03 0.060
C -1.53100 1.99897 -1.02713 0.66 0.01 0.06 -0.346
S 0.24535 2.24442 -0.74744 -0.04 0.31 -0.05 1.055
C 0.72616 0.62981 -0.27616 -0.35 -0.45 -0.09 -0.504
N -0.17648 -0.30892 -0.28784 -0.27 0.53 -0.12 0.125
C 0.13001 -1.58473 0.02524 0.73 -0.33 0.24 -0.520
O -0.64925 -2.51021 0.01908 -0.26 -0.47 0.06 0.054
N 1.47711 -1.82173 0.37113 -0.09 -0.10 0.01 0.183
C 2.43246 -0.86204 0.38962 -0.20 0.41 -0.09 -0.178
C 2.09057 0.42264 0.07159 0.19 -0.25 0.09 -0.180
C 3.08224 1.54591 0.06360 0.12 0.01 0.09 -0.186
C 4.35831 1.16931 0.81068 0.01 0.03 -0.27 -0.189
C 4.83837 -0.20534 0.35779 -0.05 0.02 0.23 -0.189
C 3.82235 -1.26703 0.77128 0.14 0.03 -0.06 -0.117
N -3.44749 -0.05143 -0.58775 0.35 0.52 -0.28 0.088
H -3.58397 -1.99505 -2.44903 -0.04 -0.02 -0.11 0.082
H -2.59702 -2.63230 -1.13151 0.01 -0.05 -0.06 0.055
H -4.26364 -3.21487 -1.34507 -0.04 -0.09 -0.05 0.078
H -5.64419 -2.18611 0.69208 -0.12 -0.23 0.00 0.064
H -3.92771 2.55861 1.24580 0.21 0.02 -0.18 0.145
H -1.76758 2.44107 -1.99525 -0.09 -0.05 0.03 0.098
H -1.71070 0.92067 -1.03364 0.01 0.30 -0.18 0.037
H 1.71428 -2.77869 0.60096 -0.09 0.14 -0.06 0.161
H 3.31725 1.79933 -0.97465 0.06 0.11 -0.01 0.123
H 2.62288 2.43118 0.50903 0.07 0.03 -0.01 0.098
H 4.16321 1.14743 1.88462 0.02 0.04 0.08 0.121
H 5.12740 1.91913 0.62360 0.00 0.02 0.07 0.113
H 4.94963 -0.20924 -0.72806 0.06 -0.02 -0.05 0.121
H 5.80910 -0.43708 0.79818 0.00 -0.04 -0.06 0.112
H 3.85511 -1.40535 1.85714 -0.01 -0.06 -0.02 0.132
H 4.06190 -2.22953 0.31187 -0.05 -0.02 0.04 0.123
```
Positions in Å, forces in eV/Å.